ORCA calculation (ωB97M-V/def2-TZVPD) on a single C9H10Br2Si molecule in a non-equilibrium geometry.

Element x y z (Å)
C (-0.707, 3.068, -1.292)
C (-0.419, 1.819, -1.237)
C (0.914, 1.073, -1.615)
Si (-1.974, 0.611, -0.407)
Br (-3.018, 2.003, 0.984)
Br (-3.462, -0.221, -1.868)
C (-1.006, -0.773, 0.551)
C (-0.549, -2.005, 0.056)
C (0.006, -2.943, 0.839)
C (0.325, -2.639, 2.143)
C (-0.152, -1.435, 2.713)
C (-0.841, -0.453, 1.903)
H (-1.706, 3.538, -1.171)
H (-0.015, 3.726, -1.782)
H (1.604, 1.803, -2.038)
H (0.687, 0.240, -2.399)
H (1.241, 0.513, -0.804)
H (-0.638, -2.110, -0.989)
H (0.308, -3.874, 0.447)
H (0.750, -3.444, 2.733)
H (0.255, -1.059, 3.691)
H (-1.310, 0.452, 2.380)

Computed properties:
SMILES: C=C(C)[Si](Br)(Br)c1ccccc1
Relative energy (zero: lowest compared OMol25 entry of this formula, charge and spin) in kJ/mol: 21.6
Lowest unoccupied orbital energy in eV: 0.4
HOMO in Eh: -0.3454
Strongest force on any atom in Eh/bohr: 0.10633
Frontier orbital gap in eV: 9.813